No. 1
Molecular formula: C52H64BFN8O4
Method: DFT, ωB97M-V with the def2-TZVPD basis set

Calculated values
HOMO, Eh: -0.29354
Frontier orbital gap, eV: 6.922
Total charge: 0
E_tot, eV: -78459.857

Structure (XYZ):
```
130
C52H64BFN8O4 ωB97M-V with the def2-TZVPD basis set
C 2.72911 -3.99520 -1.06433
C 1.44548 -3.93752 -2.02892
C 1.83467 -3.36768 -3.49810
C 1.01511 -2.01036 -3.69426
C -0.28026 -1.92671 -4.30856
C -1.03130 -3.25322 -4.85055
C -2.08494 -3.84865 -3.80527
F -3.04444 -2.80561 -3.45923
C -0.97329 -0.47036 -4.41433
O -1.64844 -0.09435 -5.39986
C -0.67596 0.49174 -3.14545
C -1.85915 1.43174 -2.65052
C -3.09138 0.47816 -2.27459
C -4.47640 0.54072 -2.95880
C -5.55153 -0.49689 -2.49850
C -5.27313 -1.57612 -1.40124
C -6.37071 -2.67289 -0.94735
C -3.88184 -1.62128 -0.71902
C -2.82002 -0.59307 -1.16947
C 0.62518 0.41961 -2.54856
C 0.89346 1.33304 -1.26585
B 2.36153 1.18853 -0.58930
O 3.62453 1.43203 -1.24866
O 2.43816 0.82885 0.80722
C 1.63942 -0.59116 -3.22980
O 2.85225 -0.38335 -3.47827
H 3.58220 -4.46887 -1.67840
H 2.47804 -4.73104 -0.21603
H 3.02105 -2.95692 -0.67164
H 0.71078 -3.18420 -1.55088
H 0.88001 -4.92223 -2.13177
H 2.95112 -3.06967 -3.54871
H 1.62471 -4.16394 -4.28645
H -1.60368 -2.96334 -5.81281
H -0.29086 -4.06888 -5.16942
H -2.69752 -4.67610 -4.32685
H -1.54569 -4.24006 -2.86630
H -1.58074 2.18272 -1.84299
H -2.19780 2.03871 -3.57585
H -4.69394 1.30555 -3.77571
H -6.61551 -0.52313 -2.93835
H -6.80221 -3.13362 -1.91352
H -7.17662 -2.23433 -0.26941
H -5.84134 -3.55101 -0.41507
H -3.65265 -2.38153 0.09854
H -1.79340 -0.64437 -0.67145
H 0.12972 1.02637 -0.45113
H 0.68758 2.43006 -1.50591
H 3.45580 1.86706 -2.11744
H 3.27289 0.32276 0.96386
C -3.68906 -5.15945 -8.06607
C -3.37645 -6.53712 -7.95224
C -2.00959 -6.65391 -8.02131
N -1.48591 -5.39792 -8.17719
C -2.50269 -4.48068 -8.20014
H -4.67270 -4.71387 -8.05038
H -4.07415 -7.35282 -7.83245
H -1.36640 -7.51965 -7.97443
H -0.50582 -5.18236 -8.26108
H -2.29456 -3.42709 -8.31113
C 4.69368 -5.38731 3.94776
C 5.01553 -4.38123 3.00306
C 5.11314 -4.98869 1.77530
N 4.86658 -6.32474 1.94440
C 4.60478 -6.57563 3.26517
H 4.54256 -5.25636 5.00920
H 5.15920 -3.32882 3.19962
H 5.33724 -4.58670 0.79875
H 4.87552 -7.01527 1.21160
H 4.37991 -7.57542 3.60423
C 0.07242 0.29495 3.32797
C -0.84687 0.89814 4.22096
C -2.10442 0.47345 3.86383
N -1.97769 -0.36064 2.78453
C -0.65299 -0.47913 2.45457
H 1.14569 0.41304 3.32453
H -0.61476 1.56867 5.03544
H -3.07507 0.69333 4.28235
H -2.73977 -0.81635 2.30801
H -0.34201 -1.10077 1.62824
C 5.88986 -0.51941 6.58700
C 5.44619 0.80261 6.33404
C 4.62002 0.75459 5.23791
N 4.55235 -0.54698 4.81715
C 5.31944 -1.33087 5.63730
H 6.55204 -0.84155 7.37700
H 5.70238 1.69078 6.89256
H 4.07695 1.53200 4.72176
H 4.02053 -0.87654 4.02811
H 5.39368 -2.39537 5.47369
C 0.18296 5.27641 2.13081
C -0.37817 5.25602 0.83020
C -1.05188 4.06608 0.69428
N -0.91390 3.36640 1.86322
C -0.16736 4.09918 2.74588
H 0.77635 6.06520 2.56911
H -0.29881 6.02637 0.07691
H -1.61500 3.65774 -0.13162
H -1.30211 2.45292 2.04643
H 0.05121 3.71980 3.73238
C 4.17589 5.14593 -5.27886
C 4.88958 4.37336 -6.22816
C 4.59210 3.05391 -5.98925
N 3.72892 3.00108 -4.92806
C 3.46561 4.27266 -4.49214
H 4.18028 6.22161 -5.18259
H 5.54766 4.74180 -7.00122
H 4.92025 2.15060 -6.48063
H 3.34633 2.15662 -4.53061
H 2.79840 4.44563 -3.66094
C -1.10613 3.43587 8.75287
C -0.63833 3.31316 7.42111
C -1.63417 3.77155 6.59351
N -2.68794 4.16203 7.37636
C -2.37178 3.96578 8.69458
H -0.57519 3.16762 9.65426
H 0.32145 2.93236 7.10321
H -1.68453 3.85258 5.51753
H -3.55849 4.53621 7.03599
H -3.07362 4.21807 9.47496
C -3.74441 7.32203 3.98049
C -3.03078 6.53934 3.03882
C -3.34258 5.22396 3.27903
N -4.21537 5.18268 4.33472
C -4.46961 6.45898 4.76475
H -3.73004 8.39796 4.07326
H -2.36339 6.89849 2.27007
H -3.01955 4.31648 2.79313
H -4.60922 4.34514 4.73175
H -5.14150 6.64146 5.59014
```

***

No. 2
Molecular formula: C52H64N4O28S2
Method: DFT, ωB97M-V with the def2-TZVPD basis set

Calculated values
HOMO, Eh: -0.36220
Frontier orbital gap, eV: 9.015
Total charge: 0
E_tot, eV: -139910.209
Relative energy (zero: lowest compared OMol25 entry of this formula, charge and spin), kcal/mol: 35.1

Structure (XYZ):
```
150
C52H64N4O28S2 ωB97M-V with the def2-TZVPD basis set
C 3.17321 -0.39122 4.73311
C 1.80905 -1.04989 5.00989
O 0.93863 -0.04687 5.50761
S 1.89422 0.85948 6.46428
O 2.41205 0.12358 7.56511
O 1.32232 2.15522 6.66553
O 3.05031 0.91751 5.28365
H 3.50106 -0.26945 3.70215
H 3.96575 -0.92307 5.26718
H 1.99338 -1.93531 5.61828
H 1.41047 -1.46109 4.08217
C 3.72303 -3.59987 -3.63270
C 2.69685 -3.00427 -2.62159
O 1.59168 -3.86455 -2.69051
S 1.56254 -4.79783 -4.01245
O 0.42828 -4.43193 -4.80938
O 1.78578 -6.13292 -3.59110
O 2.89661 -4.17807 -4.64558
H 4.27421 -4.39845 -3.13024
H 4.37646 -2.87431 -4.10415
H 2.36588 -2.02826 -2.99301
H 3.10729 -2.92064 -1.62473
C 2.62047 4.00731 2.93845
C 2.23109 4.77821 4.02577
C 1.85572 6.10900 3.86038
C 1.80241 6.63231 2.57732
C 2.19871 5.91178 1.48786
C 2.58854 4.58606 1.67434
N 1.23581 7.97214 2.40480
O 0.30740 8.28849 3.12821
O 1.74270 8.69318 1.56881
H 2.93967 2.97976 3.03927
H 2.29225 4.33396 5.01111
H 1.47124 6.63438 4.72211
H 2.05500 6.21083 0.45859
H 2.99752 4.10337 0.79500
C -1.33487 5.24310 4.47927
C -0.99723 4.68954 3.24216
C -1.19611 3.33100 3.00877
C -1.58730 2.55401 4.09919
C -1.69085 3.07011 5.35952
C -1.67953 4.43753 5.56412
N -1.67960 1.11064 3.96764
O -2.45678 0.48879 4.67771
O -1.01367 0.60661 3.08918
H -1.39561 6.32421 4.53467
H -0.60835 5.34423 2.47587
H -0.88948 3.07854 2.00181
H -2.06688 2.54627 6.23021
H -1.89420 5.03812 6.43688
C -4.61461 -0.37813 -0.05729
C -5.69244 0.25189 -0.63899
C -6.13073 1.46790 -0.14190
C -5.45598 2.13037 0.85356
C -4.41418 1.47293 1.52835
C -3.97201 0.26874 1.02826
N -5.97565 3.40895 1.37123
O -6.76060 3.99836 0.65114
O -5.53087 3.83534 2.41435
H -4.27875 -1.34878 -0.39406
H -6.24038 -0.25238 -1.42352
H -7.05420 1.88720 -0.52197
H -3.99191 2.00106 2.37364
H -3.15986 -0.21622 1.55711
C -5.31448 -4.22444 3.54894
C -4.64462 -5.23250 2.85672
C -3.33866 -5.08220 2.47404
C -2.65641 -3.92941 2.84173
C -3.31209 -2.92781 3.51999
C -4.62060 -3.09523 3.97402
N -1.24458 -3.78442 2.50440
O -0.57945 -3.04203 3.21495
O -0.77739 -4.43531 1.57569
H -6.36452 -4.27277 3.80683
H -5.25841 -6.02862 2.45475
H -2.87787 -5.75799 1.76443
H -2.73192 -2.06275 3.82522
H -4.96911 -2.23005 4.52066
O -3.87288 -4.50485 -4.71779
C -3.31404 -3.94370 -3.81667
O -2.43691 -2.96957 -4.01768
C -1.92610 -2.45407 -2.76774
C -2.19104 -3.66185 -1.82033
C -3.47200 -4.29329 -2.31593
H -2.38630 -1.52968 -2.43067
H -0.84339 -2.34444 -2.79811
H -2.17442 -3.28433 -0.79320
H -1.25845 -4.22140 -1.88886
H -4.47849 -3.93585 -2.07841
H -3.61498 -5.36311 -2.17677
O 1.66057 -2.42436 -7.42301
C 1.02465 -1.87830 -6.57329
O 1.63536 -1.16063 -5.60545
C 0.66283 -0.47132 -4.77831
C -0.54702 -0.36203 -5.68137
C -0.46452 -1.65266 -6.51515
H 1.08253 0.53472 -4.74335
H 0.56897 -0.96567 -3.81527
H -0.61103 0.58261 -6.21599
H -1.45707 -0.45085 -5.07599
H -0.99963 -1.62918 -7.45683
H -0.80980 -2.51118 -5.92666
O 3.97716 -0.79765 -1.23148
C 3.78238 0.32098 -1.59404
O 2.92134 0.60496 -2.58059
C 3.11821 1.92976 -3.14263
C 4.05773 2.63419 -2.14760
C 4.27206 1.64411 -1.01904
H 2.11112 2.33531 -3.17730
H 3.61979 1.72650 -4.08601
H 3.72835 3.57811 -1.70375
H 5.01937 3.00789 -2.51047
H 3.62033 1.88965 -0.17586
H 5.25943 1.51685 -0.57946
O 3.92581 -4.79395 0.04087
C 4.94496 -4.19560 0.20447
O 6.12529 -4.57408 -0.34788
C 7.16367 -3.63546 -0.02696
C 6.44801 -2.40373 0.52721
C 5.09551 -2.90896 0.98771
H 7.74707 -3.49983 -0.93724
H 7.82180 -4.10322 0.70923
H 6.27114 -1.56634 -0.15348
H 7.08235 -1.90375 1.26407
H 4.31931 -2.22124 0.66468
H 5.10220 -3.10684 2.05949
O 2.22359 1.04845 1.72703
C 1.33504 0.51336 1.12998
O 0.60562 1.18190 0.16871
C -0.46278 0.33098 -0.30459
C 0.11512 -1.07886 -0.21436
C 0.81959 -0.89364 1.12667
H -0.67455 0.61848 -1.33317
H -1.38402 0.46620 0.26252
H 0.70389 -1.14962 -1.12987
H -0.61074 -1.88430 -0.13575
H 1.63138 -1.61010 1.27139
H 0.14347 -1.02488 1.97047
O -2.95965 0.62198 -2.67539
C -2.77553 1.50411 -3.45504
O -1.75940 2.39618 -3.30823
C -1.64772 3.28758 -4.42241
C -2.81321 2.97617 -5.34830
C -3.60930 1.86671 -4.68993
H -0.69134 3.10793 -4.91368
H -1.64346 4.32411 -4.08573
H -2.38020 2.59251 -6.27629
H -3.44259 3.79723 -5.68522
H -3.59952 0.95344 -5.28297
H -4.59978 2.19846 -4.39173
```

***

No. 3
Molecular formula: C52H65N5O2S
Method: DFT, ωB97M-V with the def2-TZVPD basis set

Calculated values
HOMO, Eh: -0.30105
Frontier orbital gap, eV: 8.171
Total charge: 0
E_tot, eV: -77334.793

Structure (XYZ):
```
125
C52H65N5O2S ωB97M-V with the def2-TZVPD basis set
C 3.26869 -2.55670 -5.11973
C 2.81488 -1.65869 -6.12969
C 1.98977 -0.29237 -5.80313
C 2.54805 0.18729 -4.35684
C 3.97112 0.84268 -4.37850
C 4.58153 1.28033 -3.01257
C 6.01008 1.96866 -2.89425
C 5.76297 3.66862 -2.75244
C 5.75235 4.48436 -4.23924
O 6.93604 4.52731 -3.12304
C 3.78348 1.04810 -1.70679
C 2.33915 0.42001 -1.64055
C 1.73289 -0.02488 -3.02353
C 0.26978 -0.72303 -3.02185
O 0.41708 -2.12201 -2.56854
C -0.37833 -2.98925 -3.39980
C -1.93397 -2.72999 -3.39578
C -2.89305 -3.59413 -4.26222
C -2.24160 -4.71216 -5.14317
C -0.70501 -5.00703 -5.16298
C 0.25187 -4.14234 -4.26289
N 1.58508 0.25499 -0.34948
C 1.13009 1.64472 -0.01356
C 0.61950 1.84762 1.49004
C -0.81300 1.12261 1.78462
C -2.00614 1.98266 1.10466
C -3.41017 1.85253 1.93500
C -4.60811 1.66963 0.87165
C -5.03533 0.13432 0.61738
C -3.82927 -0.81622 0.12523
C -3.33674 -1.80281 1.29949
C 2.44045 -0.34606 0.70003
C 1.81490 -1.54013 1.51097
C 2.72022 -2.19401 2.61734
C 4.16057 -1.71865 2.92901
C 5.02026 -2.47528 4.04583
C 4.64381 -2.07936 5.55896
C 4.78592 -0.53662 2.13500
C 3.91115 0.12396 1.03198
S 4.52156 1.52111 -0.05387
H 3.70199 -2.23968 -4.10643
H 3.26207 -3.69132 -5.31951
H 3.05349 -1.92817 -7.21520
H 0.89272 -0.60104 -5.77411
H 2.24435 0.43934 -6.63996
H 4.59161 1.01913 -5.31424
H 6.60128 1.66807 -1.96208
H 6.66960 1.84693 -3.81474
H 4.99532 4.04416 -1.90527
H 6.16766 5.50791 -4.49200
H 4.73604 4.95692 -3.87047
H -0.36021 -0.20222 -2.22386
H -0.23587 -0.69827 -4.04234
H -2.32226 -1.87607 -2.74586
H -4.00896 -3.36872 -4.23286
H -2.98497 -5.32805 -5.77426
H -0.25209 -5.83193 -5.82704
H 1.38682 -4.33722 -4.22787
H 0.21655 1.85790 -0.69613
H 1.89046 2.47065 -0.26961
H 0.39558 2.97987 1.60171
H 1.39863 1.61572 2.29925
H -0.81706 0.01991 1.49333
H -0.96828 1.23803 2.92721
H -2.14444 1.77774 -0.00908
H -1.70885 3.09697 1.21883
H -3.57678 2.83495 2.52540
H -3.35828 1.02286 2.72666
H -5.58005 2.22202 1.17657
H -4.26066 2.16696 -0.10191
H -5.83737 0.16633 -0.21730
H -5.46653 -0.27378 1.60705
H -2.97203 -0.21533 -0.35628
H -4.25413 -1.48161 -0.71251
H -3.36906 -2.88318 0.89393
H -2.25685 -1.61889 1.64668
H -3.99067 -1.71620 2.25066
H 0.75750 -1.93577 1.32478
H 2.29348 -3.08794 3.19532
H 6.12745 -2.22453 3.81799
H 4.84651 -3.61643 3.95888
H 5.13950 -2.88028 6.23352
H 3.51382 -2.18526 5.75646
H 5.03449 -1.03310 5.79326
H 5.83692 -0.13327 2.29296
C -9.60657 -2.22843 0.85680
C -8.88452 -2.51057 -0.32918
C -7.59561 -2.80915 0.03856
N -7.51184 -2.71311 1.40189
C -8.73447 -2.36479 1.90941
H -10.64914 -1.95690 0.93218
H -9.26574 -2.49728 -1.33971
H -6.73235 -3.07977 -0.55069
H -6.67991 -2.87452 1.94654
H -8.87784 -2.24281 2.97243
C 3.53593 2.62133 5.55113
C 4.18120 3.81742 5.14967
C 4.32756 3.76485 3.78470
N 3.79872 2.57943 3.34850
C 3.30923 1.87844 4.41758
H 3.26608 2.33585 6.55739
H 4.50236 4.62730 5.78825
H 4.76231 4.46620 3.08835
H 3.77277 2.27038 2.38894
H 2.84438 0.91309 4.28003
C -12.30001 2.38005 1.05682
C -13.63925 2.33079 1.51747
C -13.92366 1.01933 1.80951
N -12.80690 0.27446 1.53773
C -11.81062 1.09695 1.08347
H -11.75413 3.25718 0.74187
H -14.31959 3.16291 1.62419
H -14.82194 0.55288 2.18495
H -12.73020 -0.72281 1.65464
H -10.84272 0.69876 0.81781
C 8.90832 1.67294 0.33457
C 10.10437 0.91445 0.38108
C 9.97180 0.00277 1.39967
N 8.74144 0.18588 1.97296
C 8.08450 1.19862 1.32593
H 8.67545 2.47629 -0.34937
H 10.96666 1.02316 -0.26016
H 10.64513 -0.75741 1.76591
H 8.37669 -0.34263 2.74883
H 7.09115 1.49460 1.62710
```

***

| no. | LUMO (eV) |
| --- | --- |
| 1 | -1.1 |
| 2 | -0.8 |
| 3 | 0.0 |